No. 1
ORCA calculation (the ωB97M-V functional and the def2-TZVPD basis) on 3 unconnected molecules or ions with the total composition C15H38FOP2.

The geometry in XYZ format:
```
57
Properties=species:S:1:pos:R:3:forces:R:3
C 5.6286 -1.0224 2.1755 0.1 0.1 0.2
C 4.6758 0.1528 2.2531 0.0 -0.2 -0.1
F 5.2222 1.2033 2.9430 0.1 0.2 0.0
P 3.0812 -0.2760 3.0629 -0.2 0.0 0.1
P 2.0217 -1.5845 1.5946 0.2 -0.2 -0.7
C 0.6741 -0.4417 1.1751 0.2 0.2 -0.1
O 1.3077 -2.6711 2.5604 -0.1 0.2 0.1
H 6.1742 -1.1025 3.1147 -0.1 -0.1 0.1
H 6.3488 -0.8546 1.3798 0.0 0.0 -0.1
H 5.1019 -1.9559 1.9881 0.0 -0.1 -0.1
H 4.3941 0.4956 1.2536 0.0 0.1 -0.1
H 3.3036 -0.8971 4.2952 0.1 0.0 0.1
H 2.4417 0.9409 3.3165 0.0 0.0 0.2
H 0.4988 -0.5333 0.1051 -0.1 -0.1 -0.1
H -0.2401 -0.6724 1.7161 0.0 0.0 0.2
H 0.9852 0.5854 1.3676 -0.2 0.1 0.0
H 1.6349 -3.5432 2.3237 0.0 -0.4 0.2
C 1.2661 -3.1481 -1.8314 0.0 0.0 0.1
C 1.1615 -3.6935 -3.2521 0.0 0.0 0.0
C 1.2124 -2.6042 -4.3214 0.0 0.0 0.0
C 0.0837 -1.5746 -4.2431 0.0 0.0 0.0
C -1.3258 -2.1605 -4.3121 0.0 0.0 -0.1
C -1.6119 -2.9048 -5.6129 0.0 0.0 0.1
H 0.4221 -2.4945 -1.5964 0.0 0.0 0.0
H 1.2672 -3.9611 -1.1011 0.0 0.0 0.0
H 2.1898 -2.5759 -1.7024 0.0 0.0 0.0
H 0.2416 -4.2744 -3.3493 0.0 0.0 0.0
H 1.9818 -4.3933 -3.4260 0.0 0.0 0.0
H 1.2082 -3.0780 -5.3053 0.0 0.0 0.0
H 2.1697 -2.0781 -4.2480 0.0 0.0 0.0
H 0.2113 -0.8605 -5.0615 0.0 0.0 0.0
H 0.1813 -0.9908 -3.3214 0.0 0.0 0.0
H -2.0448 -1.3449 -4.2029 0.0 0.0 0.0
H -1.4977 -2.8300 -3.4639 0.0 0.0 0.0
H -1.4683 -2.2501 -6.4743 0.0 0.0 0.0
H -2.6402 -3.2650 -5.6363 0.0 0.0 0.0
H -0.9598 -3.7704 -5.7369 0.0 0.0 0.0
C -0.3795 3.3347 1.6250 0.0 -0.1 0.1
C -1.4168 2.5894 2.4600 0.1 0.0 -0.1
C -2.6727 2.2092 1.6780 0.0 0.0 0.0
C -3.4590 3.3950 1.1177 0.0 0.0 0.0
C -3.9112 4.4128 2.1635 -0.1 0.0 0.0
C -4.8469 3.8293 3.2184 0.1 0.1 0.0
H -0.7568 4.2901 1.2631 0.0 0.0 0.0
H 0.5162 3.5444 2.2148 0.0 0.0 0.0
H -0.0823 2.7445 0.7528 0.0 0.0 0.0
H -1.6821 3.1907 3.3322 0.0 0.0 0.0
H -0.9642 1.6723 2.8553 0.0 0.0 0.0
H -3.3218 1.6096 2.3211 0.0 0.0 0.0
H -2.3894 1.5564 0.8441 0.0 0.0 0.0
H -4.3384 3.0079 0.5956 0.0 0.0 0.0
H -2.8617 3.9059 0.3575 0.0 0.0 0.0
H -4.4199 5.2305 1.6488 0.0 0.0 0.0
H -3.0423 4.8614 2.6537 0.0 0.0 0.0
H -5.7342 3.3958 2.7534 0.0 0.0 0.0
H -5.1787 4.6009 3.9127 0.0 0.0 0.0
H -4.3609 3.0487 3.8063 0.0 0.0 0.0
```
Forces are in eV/Å.

- Net charge: +1
- Frontier orbital gap: 9.32 eV
- HOMO energy: -13.01 eV

No. 2
ORCA calculation (the ωB97M-V functional and the def2-TZVPD basis) on 2 unconnected molecules or ions with the total composition CH3N2OP.

The geometry in XYZ format:
```
8
Properties=species:S:1:pos:R:3:forces:R:3
N 4.0061 1.2947 0.2108 0.5 2.2 0.4
P 3.2584 0.0562 0.0456 -0.3 -1.0 0.0
O 3.3130 -1.3529 -0.3155 -0.7 -1.1 -0.2
C -0.1489 0.2830 -0.2527 -0.4 -0.1 0.4
N 0.8085 -0.3327 0.2680 3.1 -1.2 -0.6
H -0.4087 1.3235 -0.0553 0.5 0.0 0.3
H -0.8474 -0.2415 -0.8401 -0.9 -0.6 -1.1
H 1.1267 -1.3109 -0.0853 -1.7 1.8 0.7
```
Forces are in eV/Å.

- Frontier orbital gap (alpha / beta): 8.95 / 8.95 eV
- ΔE to the lowest compared entry with this formula, charge and spin: 81.87 kcal/mol
- HOMO energy (alpha / beta): -10.31 / -10.31 eV

No. 3
ORCA calculation (the ωB97M-V functional and the def2-TZVPD basis) on 2 unconnected molecules or ions with the total composition C5H11O2.

The geometry in XYZ format:
```
18
Properties=species:S:1:pos:R:3:forces:R:3
C 0.0272 -0.5799 -3.2200 -0.4 -0.6 -0.5
C 0.8432 -0.8596 -1.9397 0.2 1.2 1.2
O 1.4052 0.1801 -1.4985 0.1 0.0 -0.3
O 0.8918 -1.9831 -1.3907 -0.5 -0.2 -0.8
H -0.5580 0.3466 -3.2141 0.1 -0.1 0.6
H -0.6567 -1.4055 -3.4749 0.3 0.1 -0.1
H 0.7341 -0.4018 -4.0327 0.1 -0.3 -0.1
C -0.4045 -0.1881 1.6633 0.8 -0.4 0.1
C -1.3800 0.9109 2.0599 -1.4 -1.3 -0.9
C 0.9926 0.4144 1.5989 1.7 -0.1 -3.2
H -0.4060 -1.1453 2.2212 -0.2 0.9 1.0
H -0.6673 -0.7017 0.7286 0.3 1.1 -0.5
H -1.4232 1.0360 3.1301 0.0 0.6 0.3
H -2.3737 0.6837 1.6796 -0.6 -0.8 0.6
H 0.9783 1.3497 1.0248 -0.5 0.1 0.2
H 1.6991 0.6592 2.3786 -0.6 -0.5 1.3
H -1.3202 1.8062 1.4533 1.3 0.6 0.4
H 1.6182 -0.1220 0.8325 -0.6 -0.1 0.8
```
Forces are in eV/Å.

- Net charge: -1
- Frontier orbital gap: 7.73 eV
- ΔE to the lowest compared entry with this formula, charge and spin: 23.21 kcal/mol
- HOMO energy: -3.80 eV